## 1
This record from the OMol25 dataset describes C3H4N4O2 in the gas phase. The level of theory is the ωB97M-V functional and the def2-TZVPD basis.

XYZ file:
```
13
Properties=species:S:1:pos:R:3
N 0.0909 1.4351 -0.4423
C 2.1841 0.1499 0.0628
C 0.7137 0.2928 -0.1005
C -1.2982 -0.1294 0.0367
N -2.4432 -0.7773 0.2990
O 2.5867 -1.1214 0.1089
N -1.1872 1.2165 0.0533
N -0.1176 -0.7615 -0.1344
O 2.9417 1.0755 -0.0008
H 1.8167 -1.7131 0.0536
H 0.4893 2.3607 -0.3746
H -3.3045 -0.2458 0.2975
H -2.4724 -1.7820 0.1409
```

SMILES ... Nc1n[nH]c(C(=O)O)n1
HOMO ... -8.945 eV
Kohn-Sham gap ... 8.77 eV

=====

## 2
This record from the OMol25 dataset describes C3H4N4O2 in the gas phase. The level of theory is the ωB97M-V functional and the def2-TZVPD basis.

XYZ file:
```
13
Properties=species:S:1:pos:R:3
C -0.3515 0.8237 -0.1251
C 0.4374 1.9994 -0.1796
C 0.4369 -0.2359 0.0186
N 1.6851 1.6263 -0.1483
N 1.7420 0.3406 -0.0121
N 0.1655 -1.5760 0.0578
N 3.2674 -0.2283 -0.0285
O 3.3564 -1.3997 -0.2647
O 4.0382 0.5841 0.2702
H -1.3330 0.8347 0.0854
H 0.2129 3.0073 -0.1446
H -0.4100 -1.9964 -0.5861
H 1.0371 -1.9434 0.1755
```

SMILES ... Nc1ccnn1[N+](=O)[O-]
HOMO ... -8.764 eV
Kohn-Sham gap ... 8.67 eV

=====

1 is the most stable structure; the next one sits 496.1 kJ/mol above it.